1.
Entry from the Open Molecules 2025 dataset: 4 unconnected molecules or ions with the total composition C4H18NO3 at a distorted geometry (ωB97M-V/def2-TZVPD).

XYZ file:
```
26
Properties=species:S:1:pos:R:3:forces:R:3
C 1.21562 1.62040 -0.83275 -1.7664 0.2987 -1.2823
C 1.29217 0.32542 0.00669 1.6906 -0.0265 0.6983
N 0.13216 0.16371 1.00202 1.1328 3.8280 -2.3639
C 0.12841 1.29618 1.94150 -2.3437 1.5589 0.6354
C 1.41433 -0.95219 -0.80913 -4.2317 -0.8705 -0.9080
H 0.07919 1.88639 -0.99542 2.2619 -0.2518 0.0865
H 1.71869 1.53121 -1.81586 -0.8948 -1.0565 0.1089
H 1.80618 2.50528 -0.60740 -0.4355 0.1487 1.6107
H 2.12171 0.37852 0.73172 0.1175 0.0688 -0.6368
H -0.70613 0.15062 0.42088 -1.1124 0.2409 -0.0589
H 0.05810 -0.72049 1.40753 0.2229 -2.3545 1.5784
H -0.14962 2.26411 1.47423 1.0214 -0.6449 -0.7602
H -0.80844 1.31995 2.53872 0.8045 -1.1131 0.3627
H 1.02738 1.44820 2.54114 -0.1525 -0.5662 -0.2050
H 0.40545 -1.47512 -0.62212 1.3898 -0.0844 0.3666
H 2.18391 -1.64801 -0.63528 1.1044 -0.4838 0.6538
H 1.18748 -0.97521 -1.89121 0.9281 1.1868 0.1651
H -1.70957 -2.34883 2.52184 2.4543 1.1009 -0.3946
H -0.50158 -2.95618 1.83878 0.1966 0.6863 0.3040
O -0.69871 -2.14335 2.36232 -2.4254 -1.7859 0.0512
H -0.98469 -0.14343 -4.35637 0.7485 0.4781 0.3574
H -0.58497 0.32835 -3.02142 -1.5121 0.0463 4.3016
O -0.28226 0.33591 -3.86408 0.7224 -0.5400 -4.6056
H -3.23078 -0.26046 0.68735 -1.0151 0.2468 0.1124
H -2.67383 -1.26942 -0.35996 -0.5248 -0.6770 -0.8072
O -2.44020 -0.66155 0.33628 1.6188 0.5662 0.6293
```
Positions in Å, forces in eV/Å.

Orbital gap (spin up / spin down) ... 3.4 / 11.6 eV
Multiplicity ... 2
Highest occupied orbital energy (spin up / spin down) ... -2.89 / -11.27 eV
Energy above the lowest of the compared OMol25 structures with the same formula, charge and spin ... 1.699 eV
Expectation value of S² ... 0.751
Calculated total energy ... -12067.944 eV

2.
Entry from the Open Molecules 2025 dataset: 2 unconnected molecules or ions with the total composition C5H14N2O at a distorted geometry (ωB97M-V/def2-TZVPD).

XYZ file:
```
22
Properties=species:S:1:pos:R:3:forces:R:3
C -1.59756 0.21397 1.21035 0.9640 -1.2660 0.7876
C -0.76878 -1.11570 0.96449 -0.6001 0.1622 -0.7303
C 0.49713 -0.92206 0.18075 0.0197 0.5849 0.3411
C 1.71281 -0.95195 0.76338 -0.4497 -0.3786 -0.0231
C -0.86240 -0.37799 -1.94960 -0.6162 0.1487 2.0421
N 0.33561 -0.60878 -1.14902 0.2910 0.1651 -1.0549
N -0.72250 1.33080 1.55155 0.0558 0.2506 -0.6908
H -2.26779 0.44954 0.39541 0.0379 0.2511 -0.1845
H -2.20498 -0.04917 2.08271 -0.2010 0.3838 -0.1893
H -0.62312 -1.49377 1.96852 0.5751 -0.4340 -0.0547
H -1.31014 -1.86003 0.36851 -0.5617 0.0518 0.4253
H 1.80776 -1.38634 1.74396 -0.0052 0.2962 0.2770
H 2.61953 -0.77902 0.21354 0.2332 -0.0420 -0.2709
H -1.47592 0.45775 -1.54745 0.2326 -0.2822 -0.3431
H -1.50800 -1.26114 -1.95390 0.1056 0.0668 -0.3440
H -0.52639 -0.10043 -2.92607 -0.0120 -0.1097 -0.6632
H 1.08294 -0.06596 -1.55739 0.1636 -0.3905 0.4536
H -0.14900 1.13613 2.36446 -0.3087 -0.2553 0.2248
H -0.01598 1.36911 0.81517 -0.1607 0.3409 -0.0084
H 1.69588 2.57207 -1.67581 0.2353 -0.8545 0.5953
H 2.52696 1.73313 -0.65590 0.5411 0.1724 0.3791
O 1.75395 1.70985 -1.20763 -0.5397 1.1384 -0.9687
```
Positions in Å, forces in eV/Å.

Orbital gap ... 7.9 eV
Highest occupied orbital energy ... -7.45 eV
Energy above the lowest of the compared OMol25 structures with the same formula, charge and spin ... 2.388 eV
Calculated total energy ... -10438.640 eV

3.
Entry from the Open Molecules 2025 dataset: a molecular structure, C40H113N10O13Sr2 at a distorted geometry (ωB97M-V/def2-TZVPD).

XYZ file:
```
178
Properties=species:S:1:pos:R:3:forces:R:3
Sr -7.46201 -9.55720 -15.02059 -0.2690 -1.2983 0.3587
Sr -7.59098 -12.15192 -12.63019 0.4579 -0.5548 0.6501
O -8.23293 -9.87695 -12.68506 -0.6852 1.1629 0.0957
H -8.51004 -9.20868 -12.02844 -0.4278 -0.5379 -1.3390
O -8.38391 -11.74477 -14.92274 -0.3046 -0.2496 -1.1194
H -8.62391 -12.34469 -15.65556 0.2156 0.7416 0.6655
O -5.66510 -11.04306 -13.91410 0.2554 1.3270 -0.6721
H -4.93401 -10.46888 -14.21469 -0.1867 -0.6735 0.5461
C -11.74503 -8.24132 -13.14954 -2.5524 -0.0459 2.3500
C -11.25673 -8.13293 -14.52566 0.6790 -0.4746 0.5123
C -11.59593 -6.83525 -15.23702 -1.3672 -0.2137 -1.4046
O -13.00556 -6.42676 -15.40224 2.5019 1.0393 1.5054
C -13.84758 -7.40729 -15.91710 1.1485 -0.8273 0.9150
N -9.76116 -8.25704 -14.44051 -0.8404 0.4163 -1.6603
H -11.35651 -7.68945 -12.29363 0.7674 0.6829 -0.5588
H -11.77499 -9.25331 -12.74573 0.2293 -0.3654 -0.4180
H -12.79280 -7.94090 -13.15301 -0.3404 -0.0130 0.0964
H -11.71744 -8.99839 -15.00193 0.4523 0.0851 -0.6729
H -11.23865 -7.00601 -16.25254 0.3782 0.3423 -0.3007
H -11.01993 -6.03456 -14.77310 -0.5007 0.3586 -0.0314
H -13.69314 -8.25915 -15.25484 -0.8779 -0.5520 -0.0415
H -13.44536 -7.73281 -16.87645 -0.7605 0.1131 -0.6313
H -14.86059 -7.01499 -15.82761 0.1076 -0.2827 -0.6062
H -9.51299 -7.30264 -14.22224 0.5865 0.1917 0.3958
H -9.58905 -8.82348 -13.62220 0.3096 -0.2203 0.3647
C -8.91375 -16.07099 -11.75547 -0.1672 0.4185 0.3396
C -7.43312 -15.81565 -11.59301 0.7474 -1.7208 -0.0483
C -6.60440 -17.07898 -11.97063 0.7474 0.3340 0.8751
O -6.86238 -18.20083 -11.13049 -1.0273 0.8275 0.8090
C -5.94607 -19.24545 -11.24251 0.6157 -0.2985 -1.4551
N -7.00554 -14.67494 -12.37255 -0.6658 -0.2362 -0.2631
H -9.27872 -16.22577 -12.77082 0.4992 0.4412 -0.3888
H -9.31948 -15.13749 -11.36553 -0.9481 -0.3416 0.0507
H -9.26389 -16.98700 -11.27961 0.1726 0.3188 0.6955
H -7.17177 -15.55163 -10.56827 -0.3963 -0.4145 0.3620
H -5.56709 -16.78113 -11.81771 0.4941 -0.0021 -0.0088
H -6.68055 -17.30528 -13.03416 -0.4175 -0.2633 -0.2524
H -4.91593 -18.96489 -11.02298 0.1706 0.4334 0.0306
H -6.00033 -19.54895 -12.28799 0.4587 -0.4428 -0.2607
H -6.11543 -20.14912 -10.65702 -0.8399 0.4798 0.3739
H -6.00621 -14.57634 -12.48081 0.5562 -0.0206 0.8423
H -7.15065 -14.94550 -13.33476 -0.5528 0.0020 -0.5224
C -8.50025 -8.41588 -8.49425 0.6603 0.0330 0.4983
C -7.57363 -7.91957 -9.61326 0.1241 1.4567 2.1132
C -6.39949 -6.93324 -9.13053 -1.6921 1.0796 0.1800
O -6.87446 -6.05856 -8.02783 0.3955 -0.2290 -1.1178
C -6.26484 -4.75234 -8.02486 0.1849 -0.4221 -0.0427
N -7.03301 -8.98608 -10.35044 1.7341 -1.1935 -0.1251
H -8.57540 -7.68203 -7.69181 -0.9589 0.5600 -0.5693
H -8.16252 -9.24362 -7.87065 0.6434 -0.5185 -0.6420
H -9.40133 -8.74918 -9.00910 -0.4582 0.2933 0.5862
H -8.23700 -7.34690 -10.26141 -0.0120 0.7696 0.0222
H -6.14010 -6.30051 -9.97934 -0.2917 0.2428 -0.2854
H -5.43107 -7.38253 -8.91049 -0.2415 -0.6713 0.7106
H -5.18891 -4.89496 -8.12561 0.1345 0.3751 0.0039
H -6.47683 -4.16027 -7.13457 -0.0173 -0.9138 0.6506
H -6.63275 -4.03258 -8.75608 -0.1016 -0.5762 -0.9348
H -7.60616 -9.31699 -11.11338 0.5643 -0.1922 0.8534
H -6.21594 -8.63198 -10.82702 0.1414 -0.1059 -0.2402
C -4.99080 -12.02172 -8.41473 -0.6509 -1.1718 0.4753
C -6.01659 -12.55390 -9.40376 -0.1173 -0.8014 -0.3146
C -7.50857 -12.44720 -8.91901 1.1537 0.8904 -1.4159
O -8.43352 -12.63090 -10.00952 3.3366 -1.1609 -1.2569
C -9.75673 -12.63092 -9.67646 -0.6702 0.2967 0.6428
N -5.70596 -11.90654 -10.64321 -1.0547 0.8836 -1.2968
H -3.98733 -11.95271 -8.83472 -0.0929 -0.3016 -0.2731
H -4.97753 -12.81599 -7.66837 0.3054 0.8546 1.0814
H -5.24611 -10.99555 -8.15033 -0.1656 -0.1975 0.7115
H -5.87589 -13.61651 -9.60167 0.2225 -0.3056 0.3036
H -7.67778 -11.41578 -8.60977 -0.0394 -0.0631 0.8226
H -7.56851 -13.22517 -8.15791 -0.7002 0.2332 0.2480
H -9.89743 -11.61083 -9.31910 -1.2473 -0.0158 0.4231
H -9.94421 -13.40784 -8.93527 -0.3792 0.1668 0.3570
H -10.34792 -12.86756 -10.56110 0.0927 0.2548 0.0410
H -5.77733 -10.93069 -10.39276 -0.2602 0.8042 -0.4746
H -4.70667 -11.97683 -10.77197 0.0340 -0.3144 -0.3127
C -3.26452 -6.61921 -12.60609 0.3480 0.0432 0.6278
C -3.74944 -8.03191 -12.30457 2.6459 -0.6117 -0.9242
C -3.21369 -8.62342 -10.99060 -1.9375 -0.8357 -0.5533
O -3.46205 -10.06818 -10.96477 0.0774 1.7591 -0.1113
C -2.49740 -10.76506 -11.71955 0.1190 -0.3244 0.9524
N -5.15750 -8.16009 -12.51010 -1.2669 0.0692 -0.6308
H -2.29387 -6.62314 -13.10200 -0.0502 -0.2290 -0.1990
H -3.05338 -6.06959 -11.68879 -0.6343 0.4716 -0.0214
H -3.99070 -6.15583 -13.27394 0.1290 0.4722 0.2939
H -3.25695 -8.58426 -13.10486 0.3143 -0.6309 -0.0946
H -3.85921 -8.21259 -10.21431 0.3104 -0.0481 0.3856
H -2.16388 -8.38978 -10.81335 0.0369 -0.0317 -0.0699
H -2.63651 -11.81434 -11.45922 0.0212 -0.1738 -0.2732
H -1.53171 -10.47773 -11.30363 0.4468 -0.0745 -0.5491
H -2.56947 -10.63728 -12.79964 0.0985 0.1776 0.0974
H -5.27259 -7.86039 -13.46772 -0.2109 1.3348 -0.2929
H -5.41019 -9.10739 -12.75275 0.0933 -1.2783 1.2024
C -6.33560 -10.08614 -19.01483 1.0492 0.6151 -0.5632
C -5.58701 -11.12377 -18.21689 -0.4105 -0.6467 -0.8273
C -4.20429 -11.43303 -18.83264 0.2315 0.8420 -0.9267
O -4.28469 -11.87372 -20.22574 -0.0177 0.5151 1.9831
C -4.67022 -13.24983 -20.30829 0.7761 1.0156 -0.1263
N -5.59981 -10.63839 -16.81825 -0.1041 -0.5510 -0.5782
H -7.29917 -9.80010 -18.59313 0.0083 -0.2335 0.0096
H -6.42788 -10.38425 -20.05920 -0.1617 0.0470 0.0749
H -5.65996 -9.23103 -18.99479 -0.2812 0.6309 -0.2538
H -6.13642 -12.03345 -18.45926 -0.2376 -0.2838 1.4850
H -3.56954 -12.09220 -18.24044 -0.4345 -0.7082 0.1186
H -3.60881 -10.52049 -18.80485 -0.0128 0.3932 -0.5010
H -3.99811 -13.81729 -19.66458 -0.1958 -0.3858 0.0972
H -4.46284 -13.50857 -21.34662 -0.4773 -0.2887 0.1159
H -5.71373 -13.34273 -20.00733 -0.0344 -0.5018 -0.2576
H -4.99998 -9.82628 -16.79017 0.4274 0.3137 -0.1982
H -5.19272 -11.27703 -16.15004 -0.1233 -0.4265 0.2049
C 1.56528 -9.73835 -14.72001 -1.1313 -0.2796 0.2645
C 0.99979 -10.35420 -16.01331 -0.0305 -0.5676 0.6984
C -0.55427 -10.46064 -16.07271 -0.4839 -0.3813 0.0248
O -1.12909 -11.32620 -15.08446 0.0643 0.0327 0.7610
C -2.60792 -11.44552 -15.23493 4.1620 -0.0613 -0.8706
N 1.50127 -9.60845 -17.15219 -0.6065 1.0528 -0.3081
H 2.64429 -9.64970 -14.84648 -0.0971 0.1648 0.3788
H 1.29304 -10.24122 -13.79206 0.3669 -0.7587 -0.1470
H 1.07190 -8.78877 -14.51272 0.3541 0.5919 -0.5426
H 1.45324 -11.33258 -16.17224 -0.4566 -0.4192 0.4278
H -0.91193 -10.77110 -17.05444 0.5248 -0.5367 -0.4614
H -1.07723 -9.50684 -16.00287 0.4211 0.8373 0.4407
H -2.56218 -11.95542 -16.19722 -1.4451 0.0996 -0.2529
H -2.88376 -10.39216 -15.28415 -1.1559 -0.2122 0.1431
H -2.94434 -12.11106 -14.43995 -0.2425 0.6180 -0.0733
H 2.50028 -9.49007 -17.06232 0.4250 -0.6599 -0.1059
H 1.23997 -8.65238 -16.95792 -0.5157 0.5856 -0.4231
C -12.67508 -13.49052 -19.39413 -0.8188 0.9202 0.4234
C -12.03009 -14.18397 -18.18742 1.7415 -0.6147 -0.7174
C -10.72762 -13.53910 -17.72988 -0.1023 1.3727 -0.4189
O -9.63226 -13.76831 -18.58211 0.9617 0.6278 -0.1370
C -8.50859 -12.89176 -18.23294 -1.7069 -1.6739 -0.0900
N -12.93260 -14.19920 -17.06825 0.1105 -0.3890 0.0567
H -13.26450 -12.68082 -18.96395 -0.0124 0.4230 0.2633
H -13.48723 -14.06729 -19.83668 0.4348 -0.4691 -0.3205
H -12.09909 -12.95074 -20.14577 0.5369 -0.7559 -0.0769
H -11.78584 -15.22312 -18.40791 -0.0446 -0.1487 -0.2235
H -10.45607 -13.71448 -16.68892 -0.1841 -0.6949 0.2438
H -10.93240 -12.46883 -17.75580 -0.0847 0.6703 0.1085
H -7.70681 -13.16569 -18.91866 -0.1292 0.2024 0.1613
H -8.27172 -13.13641 -17.19750 0.5780 0.0382 -0.0723
H -8.79247 -11.83982 -18.26351 -0.0034 0.1136 -0.3401
H -13.19877 -13.23397 -16.93566 -0.6476 0.0674 0.2735
H -13.70469 -14.72157 -17.45698 -0.7701 0.1770 0.6760
C -4.03112 -15.69202 -14.88770 0.0255 -0.0088 -1.3034
C -4.67384 -14.28665 -15.02801 -1.6983 -1.4105 2.0221
C -6.13203 -14.31046 -15.58351 -1.4987 -1.4218 -0.7292
O -7.03795 -15.33212 -15.01067 1.5955 -1.2987 -0.7836
C -8.38068 -15.43776 -15.48965 0.1895 1.4015 0.5332
N -4.79203 -13.74592 -13.65653 0.8498 0.2790 -1.2268
H -4.63423 -16.40695 -14.32802 -0.4880 0.2510 -0.2980
H -3.05488 -15.79345 -14.41361 0.1388 1.0022 0.2222
H -3.82618 -16.06087 -15.89271 -0.3214 -0.4262 -0.0817
H -4.16277 -13.60107 -15.70396 0.4365 -0.2045 -0.1355
H -6.05657 -14.48660 -16.65653 -0.0327 -0.2669 -0.3174
H -6.78207 -13.44100 -15.48564 1.0508 1.0233 0.2813
H -8.88033 -14.60138 -15.00086 -0.5363 0.2741 -0.3305
H -8.90489 -16.31475 -15.10991 0.6855 -0.3199 -0.0107
H -8.52844 -15.36530 -16.56715 0.3867 -0.0997 -0.1494
H -3.90067 -13.84440 -13.19190 0.2612 0.0452 0.1808
H -4.92753 -12.76620 -13.86116 -0.2950 0.9399 0.9278
C -11.88455 -11.72535 -14.26226 -1.2265 -0.2158 0.5181
C -11.40726 -12.44776 -12.95948 0.9191 1.3791 -1.2511
C -12.39028 -13.37906 -12.25388 0.6655 -0.0891 -1.1388
O -13.62912 -12.83616 -12.03155 -1.6680 0.4082 0.4346
C -13.77106 -12.09182 -10.83444 0.4198 0.0708 0.2710
N -10.26140 -13.23334 -13.35067 0.9832 -0.6552 0.2272
H -11.17637 -11.14484 -14.85352 0.9419 -0.0595 0.7976
H -12.66349 -11.00376 -14.01598 -0.5453 -0.2890 -0.2429
H -12.18802 -12.46645 -15.00171 -0.6880 -0.1863 0.1971
H -10.96892 -11.64316 -12.36908 -0.3726 0.0960 0.7369
H -11.98256 -13.90331 -11.38958 0.3168 0.3752 0.3843
H -12.47601 -14.17849 -12.98986 -0.6171 -0.2498 -0.1357
H -14.76522 -11.66241 -10.71054 -0.0184 -0.0705 -0.6958
H -13.03171 -11.29145 -10.80470 0.0507 0.2561 0.0603
H -13.64019 -12.69030 -9.93289 0.2862 -0.4272 -0.0089
H -10.55879 -14.02009 -13.90986 -0.3023 -0.5533 0.1714
H -9.79724 -12.66951 -14.04835 0.5513 0.3362 -0.1887
```
Positions in Å, forces in eV/Å.

Orbital gap ... 7.9 eV
Charge ... +1
Highest occupied orbital energy ... -10.85 eV
Energy above the lowest of the compared OMol25 structures with the same formula, charge and spin ... 0.635 eV
Calculated total energy ... -86493.585 eV

- Number 2 is which compound?
  C5H14N2O

- What is the formula in the third record?
  C40H113N10O13Sr2

- The highest calculated total energy belongs to which entry?
  C5H14N2O